Entry 1:
A single C5H10O2 molecule at a distorted geometry, computed with ωB97M-V with the def2-TZVPD basis set.

Element x y z (Å)
C: 0.7192 -1.3617 -0.1256
C: 0.2160 -0.0408 -0.6548
C: 0.3115 1.0466 0.3907
C: -0.3921 0.5063 1.6731
O: -1.5037 -0.3190 1.4629
C: -0.0028 0.2501 -2.0758
O: -1.0923 -0.1125 -1.2387
H: 1.7370 -1.2636 0.2661
H: 0.0669 -1.6146 0.6851
H: 0.6857 -2.1632 -0.8591
H: -0.1325 1.9777 0.0207
H: 1.3726 1.2691 0.5961
H: -0.6591 1.3390 2.3326
H: 0.3447 -0.1145 2.1980
H: -1.8944 -0.1804 0.5889
H: 0.2423 -0.4996 -2.8287
H: -0.0191 1.2808 -2.4313

Atoms 1-2, force components in eV/Å:
0.534 0.086 -0.612
0.142 -0.116 0.257

## Properties
2S+1: 1
Energy relative to the best compared isomer or geometry (same formula, charge and spin): 227.5 kJ/mol
LUMO level: 0.95 eV
Structure (SMILES): C[C@@]1(CCO)CO1
Strongest force on any atom: 1.137 eV Å⁻¹
E_tot: -346.93878 Eh
HOMO energy: -10.1 eV
Frontier orbital gap: 11.05 eV

Löwdin atomic charge list, values in e, 6 entries: number 1, C, carries -0.005; number 2, C, carries -0.491; number 3, C, carries -0.095; number 4, C, carries -0.259; number 5, O, carries -0.071; number 6, C, carries -0.073



Entry 2:
A molecular structure, C38H32F3O4P2STc at a distorted geometry, computed with ωB97M-V with the def2-TZVPD basis set.

Element x y z (Å)
Tc: 0.2523 -0.0270 0.2032
P: -0.2979 2.1795 -0.2107
C: -0.8808 0.0046 1.7199
O: -1.5732 0.0004 2.6713
P: -0.4021 -2.2253 -0.0338
C: -0.3429 3.1947 1.3218
C: -1.7866 2.8439 -1.0131
C: 1.0506 2.9883 -1.1611
C: 1.1418 -3.1782 -0.3285
C: -1.0517 -3.1464 1.4143
C: -1.4923 -2.7901 -1.3727
C: 0.7033 4.0565 1.6585
C: 0.6501 4.7974 2.8396
C: -0.4394 4.6709 3.7042
C: -1.5099 3.8385 3.3575
C: -1.4726 3.1271 2.1584
H: 1.5591 4.1695 0.9978
H: 1.4722 5.4747 3.0710
H: -0.4604 5.2235 4.6440
H: -2.3685 3.7349 4.0243
H: -2.3275 2.5131 1.8727
C: 2.3662 2.6851 -0.7750
C: 3.4487 3.1340 -1.5318
C: 3.2377 4.0361 -2.5817
C: 1.9357 4.4353 -2.9077
C: 0.8460 3.8707 -2.2355
H: 2.5479 2.0895 0.1226
H: 4.4515 2.7766 -1.2916
H: 4.0891 4.4296 -3.1393
H: 1.7692 5.1792 -3.6913
H: -0.1650 4.1324 -2.5394
C: -2.2225 4.1534 -0.7661
C: -3.3379 4.6680 -1.4289
C: -4.0231 3.8824 -2.3595
C: -3.5869 2.5772 -2.6137
C: -2.4811 2.0506 -1.9427
H: -1.7019 4.7813 -0.0457
H: -3.6683 5.6825 -1.2134
H: -4.8934 4.2873 -2.8821
H: -4.1146 1.9659 -3.3455
H: -2.1421 1.0313 -2.1372
C: -2.2666 -3.8488 1.4290
C: -2.6902 -4.4987 2.5920
C: -1.9234 -4.4180 3.7572
C: -0.7060 -3.7269 3.7441
C: -0.2594 -3.1246 2.5705
H: -2.8826 -3.8934 0.5327
H: -3.6224 -5.0658 2.5850
H: -2.2663 -4.8947 4.6751
H: -0.0983 -3.6485 4.6445
H: 0.7151 -2.6318 2.5607
C: 2.1510 -2.5820 -1.0962
C: 3.3815 -3.2184 -1.2610
C: 3.5844 -4.5008 -0.7440
C: 2.5502 -5.1361 -0.0486
C: 1.3373 -4.4767 0.1666
H: 1.9836 -1.6068 -1.5594
H: 4.1829 -2.7064 -1.7952
H: 4.5412 -5.0061 -0.8959
H: 2.6853 -6.1470 0.3371
H: 0.5497 -4.9748 0.7315
C: -1.1971 -3.9451 -2.1064
C: -2.1048 -4.4332 -3.0472
C: -3.2925 -3.7408 -3.3002
C: -3.5685 -2.5572 -2.6044
C: -2.6724 -2.0728 -1.6492
H: -0.2603 -4.4701 -1.9372
H: -1.8775 -5.3554 -3.5805
H: -3.9996 -4.1206 -4.0410
H: -4.4900 -2.0097 -2.8038
H: -2.8847 -1.1505 -1.1063
H: 2.7227 -0.0985 -3.2455
H: 2.0385 -0.1182 -3.5621
F: 5.1118 0.2549 3.2117
C: 4.3534 0.1827 2.0916
F: 4.5850 1.2972 1.3398
F: 4.7202 -0.8953 1.3718
S: 2.5444 0.0407 2.4943
O: 2.3810 -1.2019 3.2040
O: 2.1136 1.2820 3.0790
O: 2.0511 -0.0807 1.0329

Atoms 1-2, force components in eV/Å:
2.719 0.238 0.856
-1.474 5.090 -0.714

## Properties
2S+1: 4
LUMO level (alpha / beta): -11.91 / -13.37 eV
Total charge: +3
Strongest force on any atom: 6.694 eV Å⁻¹
E_tot: -3228.34292 Eh
HOMO energy (alpha / beta): -16.5 / -16.6 eV
Frontier orbital gap (alpha / beta): 4.60 / 3.21 eV

Löwdin atomic charge list, values in e, 6 entries: number 1, Tc, carries 1.027; number 2, P, carries 1.014; number 3, C, carries -0.243; number 4, O, carries 0.201; number 5, P, carries 1.003; number 6, C, carries -0.355



Which of these has the lowest 2S+1?
C5H10O2



Number 2 is which compound?
C38H32F3O4P2STc



Which of these has the lowest 2S+1?
C5H10O2



Which of these has the lowest E_tot?
C38H32F3O4P2STc